[1]
DFT (ωB97M-V with the def2-TZVPD basis set) results for a single C2H3IOS2 molecule in a non-equilibrium geometry.

The geometry in ORCA input format:
```
! RIJCOSX wB97M-V def2-TZVPD def2/J DEFGRID3
* xyz 0 3
C -0.9973 -1.3575 0.5569
C 0.4869 1.6233 -0.6174
O -2.1219 -1.0791 0.4074
S -0.2374 -2.7347 1.2774
S 0.4065 -0.1144 0.1805
I 0.2363 1.6952 -2.7361
H 1.3339 1.9647 -0.1162
H -0.1837 2.2742 -0.1890
H 1.0767 -2.2717 1.2365
*
```

expectation value of S²: 2.009
HOMO (alpha / beta): -0.216 / -0.356 Eh
energy relative to the best compared isomer or geometry (same formula, charge and spin): 41.5 kJ/mol
lowest unoccupied orbital energy (alpha / beta): 0.2 / -3.3 eV
max |F|: 2.83 eV/Å

=====

[2]
DFT (ωB97M-V with the def2-TZVPD basis set) results for C29H41F5MnP2S as an isolated structure in a non-equilibrium geometry.

The geometry in ORCA input format:
```
! RIJCOSX wB97M-V def2-TZVPD def2/J DEFGRID3
* xyz 2 4
Mn -0.0257 -0.6271 1.4234
C -0.8319 -2.4653 2.1728
C 0.5043 -2.6973 1.6718
C 0.6448 -1.2141 3.4600
C -0.7242 -1.5975 3.3115
C 1.4132 -1.8885 2.4502
C -2.0707 -3.1783 1.7530
H -1.9798 -3.5832 0.7417
H -2.9348 -2.5033 1.7832
H -2.2887 -4.0183 2.4327
C -1.7988 -1.3369 4.2955
H -2.7496 -1.7578 3.9625
H -1.9315 -0.2650 4.4559
H -1.5614 -1.7790 5.2725
C 1.2154 -0.4555 4.6027
H 1.3293 -1.0929 5.4920
H 0.5591 0.3749 4.8804
H 2.2008 -0.0486 4.3555
C 2.9044 -1.9230 2.3892
H 3.3114 -2.6049 3.1554
H 3.3288 -0.9294 2.5855
H 3.2635 -2.2740 1.4158
C 0.8934 -3.7825 0.7270
H 1.0535 -4.7289 1.2785
H 1.8323 -3.5580 0.2042
H 0.1062 -3.9795 -0.0129
C -1.5934 0.6280 -4.3843
C -1.7121 -0.6930 -4.5657
C -0.9429 -1.4875 -5.5746
C 0.5336 -1.0541 -5.7913
C 1.2759 -0.6055 -4.5570
C 1.3555 0.6665 -4.1472
C 0.6587 1.8078 -4.8312
C -0.7951 1.5215 -5.2947
H -1.4383 -1.4628 -6.5622
H 0.5649 -0.2924 -6.5848
H -0.9491 -2.5451 -5.2743
H -0.7702 1.1289 -6.3243
H -2.2229 1.1595 -3.6631
H -2.5460 -1.2387 -4.1116
H -1.3074 2.4954 -5.3600
H 0.6399 2.6731 -4.1538
H 2.0808 0.9700 -3.3898
H 1.2241 2.1383 -5.7216
H 1.0565 -1.9328 -6.1986
H 1.8950 -1.3851 -4.1018
P -1.3078 -0.2445 -0.3837
C -2.8298 0.6816 -0.5392
C -1.4260 -1.7338 -1.4109
P 1.4376 0.3699 0.0175
C 0.0400 0.7719 -1.1265
C 2.4813 -0.7953 -0.9112
C 2.3857 1.8652 0.3047
H -2.8547 1.5060 0.1889
H -3.6662 -0.0019 -0.3307
H -2.9095 1.0740 -1.5625
H -1.3673 -1.4496 -2.4676
H -2.3997 -2.2068 -1.2100
H -0.6246 -2.4545 -1.1846
H 2.6477 2.3061 -0.6669
H 3.3014 1.5905 0.8498
H 1.8140 2.5941 0.8985
H -0.2012 1.8438 -1.0652
H 0.2457 0.4867 -2.1631
H 3.4811 -0.7926 -0.4503
H 2.5502 -0.4857 -1.9649
H 2.0748 -1.8167 -0.8636
F -0.3808 6.3094 5.4461
C -0.3851 5.2020 4.6879
C -0.1017 5.2780 3.3200
F 0.1741 6.4780 2.7641
C -0.1279 4.1243 2.5382
F 0.1924 4.2246 1.2203
C -0.4880 2.8698 3.0671
S -0.7423 1.4481 2.0301
C -0.7864 2.8451 4.4435
F -1.2577 1.6986 5.0150
C -0.6997 3.9661 5.2602
F -0.9403 3.8697 6.5809
*
```

expectation value of S²: 4.045
HOMO (alpha / beta): -0.510 / -0.510 Eh
energy relative to the best compared isomer or geometry (same formula, charge and spin): 0.0 kJ/mol
lowest unoccupied orbital energy (alpha / beta): -8.0 / -7.3 eV
max |F|: 3.00 eV/Å

=====

[3]
DFT (ωB97M-V with the def2-TZVPD basis set) results for a single C16H19N5O2S molecule.

The geometry in ORCA input format:
```
! RIJCOSX wB97M-V def2-TZVPD def2/J DEFGRID3
* xyz 0 1
C -3.3351 -0.5214 -1.9686
C -3.7600 0.4392 -0.9009
C -4.0808 1.7455 -1.2508
C -4.4580 2.6760 -0.3009
C -4.5221 2.3085 1.0312
C -4.2023 1.0138 1.3952
C -3.8231 0.0731 0.4462
C -3.4856 -1.3263 0.8974
N -2.1623 -1.7205 0.4902
C -1.0352 -0.9842 0.5793
C -0.0305 -1.7431 0.0121
C -0.6633 -2.9327 -0.3830
N -1.9491 -2.8957 -0.0802
H -0.2353 -3.7939 -0.8564
N 1.3211 -1.3967 -0.1262
S 1.6536 0.1507 -0.7242
O 1.5909 0.1472 -2.1600
O 0.8447 1.0892 -0.0098
C 3.3299 0.3012 -0.2282
C 4.4476 0.4623 -1.0196
N 5.4982 0.5375 -0.1858
N 5.1244 0.4347 1.0902
C 3.8121 0.2920 1.0971
C 2.9993 0.1396 2.3257
H 2.6519 -0.8888 2.4160
H 3.5927 0.3962 3.1984
H 2.1244 0.7823 2.2583
C 6.8805 0.7211 -0.5235
H 7.4501 0.6948 0.4027
H 7.2231 -0.0750 -1.1859
H 7.0321 1.6834 -1.0152
H 4.5357 0.5293 -2.0841
H 1.8276 -2.0833 -0.6679
H -1.0168 0.0034 0.9873
H -3.5676 -1.3885 1.9891
H -4.1726 -2.0588 0.4617
H -4.2484 0.7255 2.4362
H -4.8151 3.0255 1.7833
H -4.7009 3.6849 -0.5995
H -4.0304 2.0351 -2.2905
H -2.2462 -0.5507 -2.0286
H -3.6860 -1.5316 -1.7710
H -3.7130 -0.2009 -2.9368
*
```

HOMO: -0.312 Eh
energy relative to the best compared isomer or geometry (same formula, charge and spin): 207.2 kJ/mol
lowest unoccupied orbital energy: 0.6 eV
max |F|: 0.97 eV/Å
SMILES: Cc1ccccc1Cn1cc(NS(=O)(=O)c2cn(C)nc2C)cn1